Record 1
# C9H16FNO5S

2 unconnected molecules or ions with the total composition C9H16FNO5S (ωB97M-V with the def2-TZVPD basis set, the Open Molecules 2025 dataset).

Atoms and positions in Å:
1 O 3.378 -2.023 -1.539
2 C 2.245 -2.209 -1.291
3 F 1.772 -3.490 -1.169
4 C 1.142 -1.202 -1.126
5 C 0.130 -1.239 -2.284
6 C -0.650 -2.536 -2.503
7 C -1.487 -2.937 -1.283
8 C -2.072 -1.727 -0.556
9 O -2.321 -0.638 -1.469
10 S -1.072 0.088 -2.122
11 O -1.501 0.493 -3.418
12 O -0.559 1.035 -1.182
13 H 0.668 -1.364 -0.160
14 H 1.618 -0.227 -1.091
15 H 0.647 -0.957 -3.204
16 H -1.307 -2.375 -3.360
17 H 0.030 -3.341 -2.776
18 H -2.290 -3.595 -1.614
19 H -0.887 -3.506 -0.570
20 H -3.041 -1.959 -0.124
21 H -1.440 -1.367 0.256
22 C 0.529 2.787 1.191
23 C 0.837 1.907 2.378
24 O 1.138 0.730 2.245
25 N 0.758 2.462 3.618
26 C 0.421 3.827 3.963
27 H 0.647 2.176 0.304
28 H -0.497 3.154 1.231
29 H 1.204 3.643 1.142
30 H 0.970 1.819 4.364
31 H 1.240 4.311 4.498
32 H -0.471 3.865 4.591
33 H 0.223 4.397 3.061

Properties
Charge   0
Total energy   -1281.566598 Ha
HOMO-LUMO gap   10.277 eV
E_LUMO   0.687 eV
HOMO energy   -0.3524 hartree
SMILES   O=C(F)C[C@H]1CCCOS1(=O)=O.CNC(C)=O
Relative energy (zero: lowest compared OMol25 entry of this formula, charge and spin)   0.0 kJ/mol

=====

Record 2
# C9H16N

2 unconnected molecules or ions with the total composition C9H16N (ωB97M-V with the def2-TZVPD basis set, the Open Molecules 2025 dataset).

Atoms and positions in Å:
1 C -1.518 0.894 2.696
2 C 0.718 1.667 1.423
3 C -0.128 0.660 2.022
4 C 1.972 1.360 0.896
5 C 2.159 0.052 0.690
6 C 0.280 -0.640 1.951
7 C 1.361 -1.013 1.130
8 H 0.405 2.682 1.422
9 H 2.771 1.948 0.483
10 H -2.258 0.285 2.152
11 H -1.955 2.024 2.606
12 H 3.049 -0.299 0.194
13 H -0.174 -1.464 2.476
14 H 1.707 -2.153 0.944
15 H -1.517 0.407 3.600
16 C -0.749 -0.485 -1.715
17 C -1.306 0.493 -2.717
18 N 0.059 -1.718 -2.263
19 H 0.024 0.096 -1.016
20 H -1.345 -0.880 -0.897
21 H -1.480 1.342 -2.073
22 H -2.159 0.193 -3.477
23 H 0.676 -1.519 -3.032
24 H 0.683 -2.123 -1.517
25 H -0.740 -2.489 -2.580
26 H -0.535 0.678 -3.398

Properties
Charge   +1
Total energy   -406.958490 Ha
HOMO-LUMO gap   8.437 eV
E_LUMO   -3.743 eV
HOMO energy   -0.4476 hartree
Relative energy (zero: lowest compared OMol25 entry of this formula, charge and spin)   239.1 kJ/mol

=====

Record 3
# C9H16N2O2

2 unconnected molecules or ions with the total composition C9H16N2O2 (ωB97M-V with the def2-TZVPD basis set, the Open Molecules 2025 dataset).

Atoms and positions in Å:
1 C 2.334 -0.153 0.090
2 C 1.671 -1.511 -0.281
3 C 1.718 0.955 -0.804
4 C 3.840 -0.273 0.051
5 C 1.868 0.282 1.432
6 C -4.611 -0.323 0.249
7 C -4.164 1.127 -0.111
8 C -2.842 1.499 -0.233
9 C -2.154 -0.807 -0.334
10 H 0.556 -1.480 -0.081
11 H 1.863 -1.740 -1.259
12 H 2.113 -2.230 0.411
13 H 1.735 2.093 -0.352
14 H 2.122 1.183 -1.941
15 H 0.629 0.831 -0.698
16 H 4.180 0.880 -0.174
17 H 4.083 -0.909 -0.723
18 H 4.123 -0.796 0.954
19 H 2.215 -0.402 2.166
20 H 2.256 1.316 1.549
21 H 0.781 0.403 1.454
22 H -3.764 -2.063 0.123
23 H -4.970 1.877 -0.295
24 H -2.545 2.447 -0.743
25 H -0.871 0.844 -0.261
26 N -3.483 -1.156 -0.156
27 N -1.700 0.504 -0.081
28 O -5.663 -0.699 0.610
29 O -1.322 -1.699 -0.563

Properties
Charge   0
Total energy   -612.445951 Ha
HOMO-LUMO gap   10.132 eV
E_LUMO   0.247 eV
HOMO energy   -0.3633 hartree
SMILES   O=c1cc[nH]c(=O)[nH]1.CC(C)(C)C
Relative energy (zero: lowest compared OMol25 entry of this formula, charge and spin)   367.1 kJ/mol